[1]
The following is a quantum chemistry calculation of a structure of composition C51H50ClGe2N2O3PV, from OMol25.

The geometry in XYZ format:
```
111
Properties=species:S:1:pos:R:3:forces:R:3
Ge 1.843 1.656 1.886 0.058 0.089 0.105
Ge 3.192 0.139 0.239 0.510 -0.199 0.084
V 0.431 0.124 0.013 -0.393 0.097 -0.138
Cl -5.337 2.772 3.730 0.004 0.005 -0.009
P -0.595 -0.260 -2.664 0.045 -0.006 -0.076
O 1.156 3.687 -2.170 0.036 -0.040 -0.032
O -1.525 0.668 -0.176 -0.087 0.035 0.093
O 0.904 1.805 -1.035 0.026 -0.322 0.031
N 0.834 -2.075 -0.033 0.015 0.215 -0.171
N -0.387 -0.734 1.857 0.101 0.126 -0.140
C -2.321 0.704 2.065 -0.014 0.054 -0.053
C -2.771 3.751 -3.408 -0.011 0.014 0.005
C 0.820 -3.737 3.752 0.016 -0.027 -0.005
C -3.337 2.069 0.336 -0.013 0.017 -0.035
C -3.723 -3.573 -1.928 -0.004 0.026 -0.005
C -4.187 2.131 2.589 -0.014 0.011 -0.005
C 0.787 -2.683 1.187 -0.033 -0.066 0.017
C 1.271 -4.507 2.718 -0.002 0.020 0.003
C 1.261 0.148 -4.650 -0.010 -0.012 -0.008
C 1.806 0.102 -5.924 -0.013 -0.025 0.000
C 5.281 5.779 3.740 -0.013 0.001 -0.005
C 1.261 -3.991 1.400 0.041 0.119 0.005
C -3.130 -1.239 -1.888 0.004 0.000 -0.011
C -1.444 -0.342 2.485 -0.013 -0.064 0.101
C -3.269 1.202 2.982 0.020 -0.028 0.010
C -2.512 -3.862 -2.540 -0.005 -0.020 -0.009
C 5.492 3.515 2.958 -0.024 0.022 0.015
C 1.271 -2.770 -1.059 -0.032 0.047 0.104
C 4.786 -0.552 -2.082 -0.068 0.014 -0.010
C -1.537 3.739 -2.782 0.010 0.013 0.007
C 1.726 -4.701 0.271 -0.018 -0.013 0.017
C -4.223 2.566 1.254 0.008 -0.008 0.034
C 0.282 -2.453 3.526 -0.018 0.037 0.010
C -1.443 1.341 -2.943 -0.040 0.010 -0.015
C 3.407 -0.005 -1.713 -0.025 0.003 -0.015
C 1.710 -4.101 -0.954 0.040 -0.080 -0.018
C -0.029 -1.264 -6.651 0.000 -0.008 -0.014
C 2.610 1.539 4.714 -0.048 -0.041 -0.010
C 5.324 -1.454 1.474 -0.050 -0.051 0.000
C 0.065 -0.511 -4.360 0.000 0.015 0.005
C -2.656 1.369 -3.631 0.043 -0.020 0.016
C 3.843 -1.537 1.098 0.007 0.046 -0.015
C 4.016 5.847 3.174 0.008 0.019 0.007
C -0.581 -1.206 -5.379 -0.023 -0.014 -0.003
C 0.410 3.011 1.709 0.025 -0.021 -0.009
C 6.018 4.608 3.629 0.000 -0.024 -0.016
C -2.341 1.127 0.706 0.010 -0.076 0.029
C 0.508 2.695 -1.881 -0.046 0.174 0.150
C -1.616 -2.843 -2.824 0.010 0.005 0.025
C 3.487 4.752 2.510 -0.043 -0.039 -0.034
C -0.863 2.546 -2.532 0.033 -0.073 -0.033
C 3.664 2.395 1.683 -0.042 -0.063 0.002
C -3.329 2.560 -3.849 0.000 -0.015 -0.002
C 0.225 -1.940 2.258 0.010 -0.052 -0.015
C 4.352 1.580 0.870 -0.203 0.140 0.094
C -4.028 -2.259 -1.605 0.007 -0.021 -0.003
C 1.791 0.783 3.664 0.040 0.047 0.015
C -1.912 -1.515 -2.509 -0.051 0.033 0.043
C 4.219 3.571 2.389 0.052 -0.051 -0.070
C 1.166 -0.614 -6.926 0.007 0.014 0.019
C -0.070 3.555 3.053 0.059 -0.050 -0.027
H 3.663 1.579 4.437 0.026 0.016 -0.007
H -4.426 -4.366 -1.707 0.003 -0.005 0.002
H 4.914 -0.585 -3.167 0.022 -0.005 -0.002
H -1.748 -0.881 3.386 0.003 0.003 -0.020
H 0.732 4.073 3.585 -0.040 -0.011 0.023
H 3.439 6.761 3.249 -0.009 0.000 -0.002
H 1.298 -2.254 -2.011 -0.007 -0.017 -0.010
H -4.969 -2.022 -1.125 -0.001 0.005 0.003
H -0.890 4.262 2.914 0.001 0.018 0.002
H -3.258 0.849 4.007 -0.005 0.001 0.006
H -3.284 4.690 -3.574 -0.003 0.000 -0.001
H -3.356 2.401 -0.695 0.004 0.006 -0.017
H 0.855 -4.119 4.764 -0.001 -0.001 0.004
H 2.620 -0.626 -2.138 -0.010 0.028 -0.052
H 6.059 2.595 2.884 0.017 -0.004 0.007
H -0.675 -3.087 -3.305 0.010 -0.007 -0.012
H 5.500 -0.654 2.195 0.002 0.012 0.003
H 2.178 -0.233 3.547 -0.017 0.015 0.018
H -0.541 -1.810 -7.433 -0.003 -0.002 -0.002
H 7.004 4.544 4.072 0.004 0.000 -0.001
H 2.504 4.814 2.057 0.048 0.020 0.036
H 3.246 -1.733 1.993 0.003 -0.005 -0.003
H -4.963 3.299 0.959 -0.003 -0.001 -0.003
H 5.948 -1.247 0.603 0.019 0.002 -0.003
H 3.669 -2.373 0.414 -0.001 -0.008 0.007
H -0.417 2.593 1.140 -0.047 0.014 0.030
H -1.058 4.661 -2.480 0.003 -0.003 -0.003
H 2.088 -5.714 0.395 0.008 -0.003 -0.010
H 0.824 3.801 1.079 0.003 -0.030 -0.049
H 2.267 2.568 4.832 0.011 0.001 -0.001
H 3.262 1.006 -2.098 -0.022 0.003 0.004
H 2.728 0.630 -6.132 0.007 0.001 -0.004
H 5.582 0.074 -1.675 0.022 -0.001 -0.004
H -3.083 0.443 -3.994 -0.013 0.005 -0.012
H 1.755 0.722 -3.876 0.040 0.015 0.034
H -4.279 2.555 -4.369 -0.005 0.005 -0.005
H 2.541 1.053 5.690 0.007 0.008 0.008
H -0.087 -1.876 4.365 0.004 -0.003 0.000
H 5.690 6.632 4.265 0.003 0.005 0.003
H -2.264 -4.883 -2.800 0.004 -0.003 -0.002
H 1.591 -0.658 -7.920 0.003 0.002 -0.005
H -1.525 -1.699 -5.185 -0.001 -0.012 -0.009
H -3.375 -0.222 -1.617 0.003 -0.003 0.014
H 1.655 -5.503 2.893 0.006 -0.009 -0.005
H 4.933 -1.565 -1.702 0.011 -0.012 0.004
H -0.437 2.756 3.701 -0.005 0.016 0.010
H 0.751 0.693 3.982 -0.027 -0.010 0.000
H 5.675 -2.388 1.919 0.015 0.006 0.006
H 2.051 -4.618 -1.840 0.000 0.012 -0.007
H 5.399 1.758 0.627 0.023 -0.005 -0.009
```
Positions in Å, forces in eV/Å.

Values from the calculation:
multiplicity: 4
HOMO-LUMO gap (spin up / spin down): 6.13 / 6.95 eV
lowest unoccupied orbital energy (spin up / spin down): -0.032 / -0.034 Eh
<S²>: 3.76

Here are the Mulliken charges for atoms 1 to 99, given in e:
1 Ge 0.9107
2 Ge 2.0072
3 V 0.1066
4 Cl -0.2438
5 P 2.2942
6 O -0.7617
7 O 0.3360
8 O -0.3635
9 N 1.0377
10 N 1.3543
11 C 0.4199
12 C -0.9938
13 C -1.2076
14 C -0.1019
15 C -0.7583
16 C -0.1176
17 C -0.6819
18 C -0.8446
19 C -0.2864
20 C -0.9691
21 C -0.3667
22 C 1.5123
23 C -0.6595
24 C -0.6682
25 C -0.8711
26 C -0.9069
27 C -0.4430
28 C 0.2042
29 C -1.4734
30 C -0.5722
31 C -1.1759
32 C -0.8313
33 C -0.2371
34 C 0.7209
35 C 0.5299
36 C -1.6513
37 C -0.7344
38 C -1.4710
39 C -1.5541
40 C 0.7425
41 C -0.6374
42 C -0.1467
43 C -0.9627
44 C -0.7856
45 C 0.0247
46 C -0.7990
47 C -0.6454
48 C -0.7271
49 C -0.8111
50 C 0.2504
51 C 0.8522
52 C -0.5812
53 C -0.7555
54 C -0.4424
55 C -0.2108
56 C -0.9073
57 C -0.2955
58 C 0.3524
59 C -0.0585
60 C -0.6910
61 C -1.7109
62 H 0.3292
63 H 0.4057
64 H 0.4051
65 H 0.3435
66 H 0.2911
67 H 0.3997
68 H 0.2820
69 H 0.4943
70 H 0.4193
71 H 0.4679
72 H 0.4004
73 H 0.1432
74 H 0.4223
75 H -0.4495
76 H 0.4109
77 H 0.6079
78 H 0.3294
79 H 0.3252
80 H 0.4267
81 H 0.3863
82 H 0.5409
83 H 0.1548
84 H 0.4647
85 H 0.3082
86 H 0.1412
87 H -0.1503
88 H 0.5493
89 H 0.4630
90 H 0.8638
91 H 0.2577
92 H 0.4572
93 H 0.4714
94 H 0.3130
95 H 0.4436
96 H 0.2896
97 H 0.4460
98 H 0.4256
99 H 0.5031

[2]
The following is a quantum chemistry calculation of an isolated molecule of C26H32N4O3, from OMol25.

The geometry in XYZ format:
```
65
Properties=species:S:1:pos:R:3:forces:R:3
O 0.938 -1.734 2.620 0.297 0.235 -0.277
O 4.104 1.264 4.508 -0.066 -0.072 0.210
O -1.418 -3.402 4.692 0.031 -0.006 0.435
N -2.071 -1.141 0.308 0.050 -0.115 -0.157
N -1.472 -2.799 2.512 0.139 0.105 -0.271
N 3.917 1.115 2.250 0.127 0.143 0.230
N -1.574 1.140 -1.394 -0.113 0.091 0.028
C -0.664 2.327 -5.896 0.027 0.023 -0.126
C 4.926 2.146 2.123 0.209 0.218 0.156
C -0.924 -2.846 3.732 0.441 0.107 -0.310
C -1.683 0.162 0.827 -0.070 0.310 0.038
C 3.567 0.740 3.546 0.130 0.137 -0.156
C -1.458 2.440 -4.768 -0.007 0.009 0.116
C 0.381 1.741 -3.402 -0.013 0.032 -0.003
C -1.787 2.274 -2.273 0.005 0.020 0.119
C 1.883 -1.098 0.122 0.103 0.091 0.138
C 1.171 1.621 -4.530 0.063 -0.006 0.027
C 3.232 0.298 -1.266 -0.054 -0.082 0.055
C 2.293 -0.719 -1.134 -0.018 -0.038 -0.086
C -0.943 2.150 -3.513 -0.056 0.067 -0.102
C 3.374 0.535 1.134 -0.393 -0.414 -0.323
C -2.827 -3.227 2.259 -0.286 0.066 0.158
C -2.115 1.333 -0.064 0.064 -0.126 0.213
C 2.394 -0.471 1.262 0.016 -0.005 -0.249
C 0.652 1.916 -5.780 0.017 -0.001 -0.134
C 2.539 -0.264 3.663 -0.496 -0.490 0.074
C 0.414 -2.110 3.874 -0.195 -0.156 0.650
C 3.770 0.911 -0.157 0.073 0.094 0.067
C -1.627 -1.256 -1.070 -0.090 0.085 -0.346
C -3.472 -1.484 0.518 -0.199 0.020 0.315
C -2.086 -0.096 -1.955 0.163 -0.292 0.054
C -3.725 -2.033 1.927 0.144 -0.147 -0.266
C 1.950 -0.836 2.587 0.142 0.207 0.325
H 5.204 2.439 3.135 -0.012 -0.011 -0.216
H 1.894 -1.204 -2.012 -0.057 -0.054 -0.076
H -1.075 2.558 -6.868 -0.027 0.011 -0.079
H 4.528 3.013 1.593 0.023 -0.020 -0.044
H -1.971 -2.207 -1.481 0.038 -0.002 0.019
H 1.170 -1.896 0.261 -0.096 -0.055 -0.026
H -2.832 -3.941 1.430 -0.056 -0.041 0.057
H -3.218 1.416 -0.079 0.061 0.042 -0.011
H -3.563 -1.255 2.675 -0.065 0.020 0.082
H -1.485 3.176 -1.728 -0.104 -0.037 -0.004
H 1.114 -2.758 4.416 -0.112 0.080 -0.099
H -4.769 -2.341 1.989 -0.067 0.048 0.038
H -2.096 0.287 1.829 0.057 -0.006 0.050
H 0.775 1.509 -2.424 0.049 -0.045 0.106
H 4.507 1.685 -0.295 0.066 0.074 0.030
H -1.679 -0.218 -2.961 -0.065 -0.049 0.010
H 2.279 -0.515 4.678 -0.048 -0.024 0.054
H -0.535 -1.251 -1.061 -0.009 -0.034 -0.114
H -2.487 2.757 -4.864 -0.107 0.008 0.010
H -3.733 -2.264 -0.202 -0.021 0.044 -0.022
H -0.591 0.173 0.893 -0.007 0.079 0.081
H -3.190 -0.082 -2.028 0.043 0.038 -0.037
H 2.198 1.298 -4.437 0.103 -0.024 0.013
H 1.271 1.823 -6.661 0.047 -0.012 -0.069
H 0.216 -1.227 4.496 0.040 -0.094 -0.103
H 3.556 0.607 -2.249 0.048 0.044 -0.089
H -1.059 -2.237 1.777 0.025 -0.050 0.123
H -3.177 -3.728 3.165 0.035 -0.016 -0.182
H -1.714 2.261 0.350 -0.050 -0.006 0.015
H -2.852 2.391 -2.550 0.085 0.029 0.024
H 5.807 1.766 1.604 -0.018 0.022 -0.041
H -4.149 -0.634 0.345 0.012 -0.070 -0.103
```
Positions in Å, forces in eV/Å.

Values from the calculation:
HOMO-LUMO gap: 8.79 eV
lowest unoccupied orbital energy: 0.011 Eh
SMILES: Cn1c(=O)cc(OCC(=O)NCCCN2CCN(Cc3ccccc3)CC2)c2ccccc21

Atomic charges from the Mulliken analysis, expressed in e, are listed below:
1 O -0.2562
2 O -0.7114
3 O -0.6954
4 N 0.6264
5 N -0.0542
6 N -0.0631
7 N 0.4607
8 C -0.5290
9 C -1.3370
10 C 0.1840
11 C -0.2687
12 C 0.0271
13 C -0.6205
14 C 0.1070
15 C -1.3261
16 C -0.4522
17 C -0.4041
18 C -0.7862
19 C -0.8589
20 C 0.5314
21 C 0.4319
22 C -0.9085
23 C -1.1453
24 C 0.9712
25 C -0.6124
26 C -0.8038
27 C -0.3849
28 C -0.5738
29 C -0.9248
30 C -0.8491
31 C -0.6969
32 C -0.7911
33 C 0.8635
34 H 0.3767
35 H 0.3790
36 H 0.3857
37 H 0.3910
38 H 0.6326
39 H 0.5779
40 H 0.2996
41 H 0.2198
42 H 0.3206
43 H 0.3914
44 H 0.4341
45 H 0.4181
46 H 0.4729
47 H 0.4189
48 H 0.4582
49 H 0.6311
50 H 0.5200
51 H -0.2674
52 H 0.3579
53 H 0.5670
54 H -0.1239
55 H 0.1810
56 H 0.3468
57 H 0.3920
58 H 0.4346
59 H 0.4362
60 H 0.1743
61 H 0.5202
62 H 0.5570
63 H 0.3270
64 H 0.3859
65 H 0.2343

Going through the records in order, we get ΔE to the lowest compared entry with this formula, charge and spin values of 0.713, 2.047 eV.
Going through the records in order, we get calculated total energy values of -8208.1224, -1454.7380 a.u..